1.
{"formula": "C4H8O", "method": "ωB97M-V with the def2-TZVPD basis set", "homo_ev": -9.78, "smiles": "CC(C)C=O", "e_above_lowest_kcal_mol": 6.1, "total_charge": 0, "orbital_gap_ev": 10.81, "symbols": ["C", "C", "C", "C", "O", "H", "H", "H", "H", "H", "H", "H", "H"], "xyz": [[-0.15205, 0.45613, 1.30444], [0.42847, -0.05368, -0.02373], [-0.11517, 0.72708, -1.21427], [0.08058, -1.52403, -0.12751], [-0.93732, -1.94067, -0.62904], [0.05790, 1.52389, 1.42332], [-1.23858, 0.31186, 1.31813], [0.27350, -0.06904, 2.16661], [1.52268, 0.02911, 0.01749], [0.35282, 0.39776, -2.14656], [0.07960, 1.79771, -1.09753], [-1.19304, 0.57050, -1.30586], [0.80890, -2.22771, 0.33042]], "mulliken_charge": [-1.33, 0.61, -1.35, -0.13, -0.47, 0.34, 0.33, 0.35, 0.25, 0.33, 0.38, 0.31, 0.36]}

2.
{"formula": "C38H110N16O14", "method": "ωB97M-V with the def2-TZVPD basis set", "homo_ev": -8.79, "total_charge": 0, "orbital_gap_ev": 8.94, "symbols": ["C", "C", "C", "O", "C", "N", "H", "H", "H", "H", "H", "H", "H", "H", "H", "H", "H", "C", "C", "C", "O", "C", "N", "H", "H", "H", "H", "H", "H", "H", "H", "H", "H", "H", "C", "C", "C", "O", "C", "N", "H", "H", "H", "H", "H", "H", "H", "H", "H", "H", "H", "C", "C", "C", "O", "C", "N", "H", "H", "H", "H", "H", "H", "H", "H", "H", "H", "H", "C", "C", "C", "O", "C", "N", "H", "H", "H", "H", "H", "H", "H", "H", "H", "H", "H", "C", "C", "C", "O", "C", "N", "H", "H", "H", "H", "H", "H", "H", "H", "H", "H", "H", "C", "C", "C", "O", "C", "N", "H", "H", "H", "H", "H", "H", "H", "H", "H", "H", "H", "C", "C", "C", "O", "C", "N", "H", "H", "H", "H", "H", "H", "H", "H", "H", "H", "H", "C", "C", "O", "O", "H", "H", "H", "H", "H", "H", "C", "O", "N", "N", "H", "H", "H", "H", "C", "O", "N", "N", "H", "H", "H", "H", "C", "O", "N", "N", "H", "H", "H", "H", "C", "O", "N", "N", "H", "H", "H", "H"], "xyz": [[-10.97076, -29.56242, 23.23197], [-10.26830, -28.80591, 22.12064], [-11.17357, -28.27160, 20.95242], [-11.45131, -29.25669, 19.95190], [-12.49667, -28.85695, 19.06677], [-9.53825, -27.68534, 22.69044], [-11.53567, -28.90901, 23.89682], [-10.23873, -30.04228, 23.88156], [-11.68233, -30.25011, 22.77497], [-9.52482, -29.46395, 21.67086], [-10.71495, -27.51426, 20.31665], [-12.07579, -27.87199, 21.41546], [-13.43485, -28.64515, 19.57968], [-12.68492, -29.55743, 18.25315], [-12.24040, -27.90042, 18.61128], [-10.17005, -27.12554, 23.24502], [-8.83559, -28.01299, 23.33776], [-18.73259, -29.23159, 20.06111], [-18.10324, -28.04822, 20.65989], [-18.35876, -27.89614, 22.17095], [-19.76615, -27.78176, 22.52393], [-20.37786, -26.64274, 22.02770], [-16.76681, -27.96890, 20.22223], [-18.55400, -29.45507, 19.00932], [-19.77610, -29.19661, 20.37409], [-18.31473, -30.12615, 20.52290], [-18.57896, -27.15920, 20.24583], [-17.81849, -27.01114, 22.50709], [-17.87364, -28.69816, 22.72730], [-21.34782, -26.46613, 22.49255], [-20.59946, -26.80439, 20.97277], [-19.73025, -25.77365, 22.14340], [-16.86501, -27.79350, 19.23244], [-16.40107, -28.90072, 20.35654], [-19.08721, -24.62778, 13.66015], [-17.73428, -24.26731, 13.05452], [-16.55396, -24.62621, 13.90356], [-16.66781, -23.97368, 15.13924], [-15.59658, -24.23878, 16.04113], [-17.78210, -24.96387, 11.78197], [-19.89576, -24.16054, 13.09797], [-19.19060, -24.37852, 14.71622], [-19.11665, -25.71193, 13.55127], [-17.68048, -23.18466, 12.94019], [-15.63470, -24.43135, 13.35121], [-16.56131, -25.68040, 14.18054], [-15.82119, -23.75409, 16.99125], [-14.66057, -23.88975, 15.60506], [-15.36904, -25.27005, 16.31097], [-18.38385, -24.42565, 11.17508], [-16.87000, -24.67720, 11.45641], [-17.38097, -33.42153, 23.56335], [-17.22333, -32.24491, 22.63986], [-15.98668, -31.38527, 22.93736], [-15.77126, -30.31484, 22.01219], [-14.76747, -29.45134, 22.42979], [-17.24436, -32.91838, 21.34005], [-16.55604, -34.13047, 23.49268], [-18.26554, -34.03130, 23.37942], [-17.39878, -33.02228, 24.57744], [-18.07641, -31.57658, 22.75681], [-15.06359, -31.95154, 23.06125], [-16.21178, -30.88018, 23.87668], [-14.91993, -29.06276, 23.43669], [-14.67650, -28.54399, 21.83267], [-13.86182, -30.05790, 22.43186], [-17.29765, -32.25409, 20.58112], [-18.10598, -33.44116, 21.27358], [-20.57881, -22.40182, 22.79931], [-20.43230, -21.92865, 21.33139], [-20.09290, -23.03968, 20.28298], [-18.72657, -23.47014, 20.60341], [-17.96034, -24.07787, 19.51511], [-21.69125, -21.15848, 21.04153], [-20.90103, -21.59846, 23.46179], [-19.62098, -22.69223, 23.23097], [-21.36775, -23.10747, 23.05956], [-19.65784, -21.17462, 21.19082], [-20.14291, -22.66290, 19.26139], [-20.83025, -23.83330, 20.40374], [-17.77804, -23.30335, 18.77014], [-18.53774, -24.88576, 19.06565], [-16.97640, -24.33711, 19.90597], [-22.48855, -21.76180, 20.89867], [-21.55937, -20.69483, 20.15399], [-17.48457, -25.13982, 27.90312], [-17.02647, -26.12967, 26.86790], [-17.44620, -25.83286, 25.41158], [-16.93044, -24.55474, 25.03829], [-17.08155, -24.31115, 23.62991], [-15.60661, -26.30464, 26.96182], [-18.54020, -25.35389, 28.07022], [-17.38746, -24.08010, 27.66718], [-16.99998, -25.12033, 28.87928], [-17.51967, -27.04778, 27.18717], [-18.52894, -25.87075, 25.29184], [-17.04335, -26.63634, 24.79495], [-16.61379, -25.09853, 23.03886], [-16.71481, -23.30641, 23.41993], [-18.16145, -24.29386, 23.48290], [-15.26906, -25.35815, 26.86022], [-15.14803, -26.47479, 27.84548], [-13.11896, -22.53359, 23.93328], [-11.77230, -22.70658, 24.62376], [-11.08554, -21.36057, 24.77558], [-9.78735, -21.37380, 25.25765], [-8.92084, -22.32678, 24.74526], [-12.04486, -23.36404, 25.91330], [-13.62632, -21.88578, 24.64814], [-13.75168, -23.37595, 23.65366], [-13.07609, -21.92971, 23.02686], [-11.28749, -23.33615, 23.87763], [-11.62340, -20.81215, 25.54891], [-11.10907, -20.73214, 23.88529], [-8.67917, -22.14055, 23.69883], [-9.34412, -23.30671, 24.96590], [-8.01220, -22.31831, 25.34727], [-11.19282, -23.70572, 26.33448], [-12.55022, -24.18401, 25.60940], [-9.72392, -27.14192, 26.26623], [-10.96215, -26.76611, 26.94745], [-12.17096, -26.84650, 26.12725], [-12.16102, -25.96528, 25.03341], [-13.23478, -26.09372, 24.12576], [-11.05176, -27.65718, 28.09729], [-8.88562, -27.19443, 26.96093], [-9.48653, -26.51497, 25.40677], [-9.76043, -28.15243, 25.85925], [-10.90001, -25.75038, 27.33798], [-13.03289, -26.70947, 26.78025], [-12.35299, -27.88888, 25.86570], [-12.95895, -25.41788, 23.31627], [-14.16157, -25.66953, 24.51206], [-13.33661, -27.09975, 23.71878], [-10.21538, -27.52478, 28.64778], [-11.77524, -27.34171, 28.72749], [-13.34717, -20.64615, 20.15829], [-13.47461, -20.28122, 18.64183], [-14.02457, -19.03670, 18.30268], [-12.30294, -21.50891, 20.38380], [-14.30998, -21.09504, 20.40239], [-13.21480, -19.74545, 20.75772], [-14.02931, -21.03366, 18.08124], [-12.46685, -20.27007, 18.22664], [-13.29721, -18.52738, 17.93778], [-12.56438, -22.42656, 20.48956], [-11.80947, -24.87102, 16.65922], [-12.71388, -25.66213, 16.75602], [-11.33243, -24.12401, 17.62871], [-11.23085, -24.63832, 15.57484], [-10.75854, -23.35761, 17.30717], [-11.78181, -24.06111, 18.53104], [-10.50411, -23.93783, 15.61045], [-11.43645, -25.21515, 14.77166], [-13.25328, -28.92070, 15.48257], [-13.56707, -30.00588, 15.07303], [-12.04304, -28.39112, 15.47386], [-14.03354, -28.00804, 16.11947], [-11.94600, -27.40750, 15.68167], [-11.43994, -28.97756, 14.91488], [-14.96802, -28.29784, 16.37018], [-13.65241, -27.16568, 16.52599], [-17.48605, -28.15661, 16.76600], [-16.80235, -27.72114, 17.60454], [-17.42420, -29.45049, 16.51668], [-18.32561, -27.53620, 15.95730], [-16.99161, -29.88251, 17.32062], [-18.03827, -29.91602, 15.86376], [-18.80453, -28.14341, 15.30766], [-18.32978, -26.52866, 16.02761], [-14.05655, -24.98350, 20.25390], [-13.36658, -23.97850, 20.41012], [-14.11168, -25.61097, 19.15648], [-14.81227, -25.61781, 21.15172], [-14.61772, -26.48385, 19.11054], [-13.46400, -25.38676, 18.41464], [-15.41706, -26.39611, 20.93132], [-14.84222, -25.21095, 22.07566]], "mulliken_charge": [-1.24, 0.27, -0.26, -0.48, 0.29, -0.72, 0.12, 0.45, 0.31, 0.48, 0.40, -0.09, -0.22, 0.29, 0.03, 0.06, 0.34, -1.57, 1.38, 0.05, -0.50, -0.72, 0.48, 0.10, 0.48, 0.08, -0.04, -0.50, 0.09, 0.41, 0.31, 0.18, -0.11, 0.11, -1.43, 0.46, -0.67, -0.40, -0.36, -0.74, 0.41, 0.23, 0.36, 0.34, 0.37, 0.27, 0.12, 0.38, 0.11, 0.29, 0.28, -1.61, 1.00, -1.14, -0.14, -0.30, -0.77, 0.38, 0.44, 0.36, -0.05, 0.50, 0.44, 0.50, -0.41, 0.36, 0.21, 0.31, -1.14, 0.43, -0.73, -0.10, -0.91, -0.72, 0.47, 0.08, 0.29, 0.29, 0.39, 0.18, 0.60, 0.42, 0.01, 0.24, 0.28, -1.56, -0.08, -0.10, -0.49, 0.42, -0.48, 0.41, 0.30, 0.40, 0.47, 0.59, -0.13, -0.63, 0.47, -0.12, 0.13, 0.28, -1.55, 1.35, -0.89, -0.38, -0.17, -0.67, 0.42, 0.26, 0.17, 0.08, 0.38, 0.40, 0.28, -0.16, 0.26, 0.35, -0.05, -1.43, 1.03, -0.23, 0.07, 0.07, -0.78, 0.45, 0.14, 0.30, 0.09, -0.66, 0.44, -0.01, 0.18, -0.20, 0.28, 0.25, -0.04, -0.47, -0.54, -0.57, 0.12, 0.36, 0.00, 0.36, 0.35, 0.75, 0.50, -0.82, -0.31, -0.34, 0.19, 0.01, 0.15, 0.28, 0.38, -0.73, -0.30, 0.03, 0.06, 0.22, 0.18, 0.18, 0.86, -1.13, -0.39, -0.45, 0.26, 0.16, 0.16, 0.05, 0.03, -1.05, 2.12, 2.24, -0.89, -0.87, -0.89, -0.63]}

3.
{"formula": "C34H25N8O2RuS", "method": "ωB97M-V with the def2-TZVPD basis set", "homo_ev": [-5.10, -7.40], "total_charge": 0, "spin_multiplicity": 6, "orbital_gap_ev": [4.28, 5.04], "symbols": ["Ru", "C", "C", "N", "N", "C", "N", "S", "C", "C", "C", "C", "C", "N", "H", "H", "H", "H", "H", "H", "H", "H", "H", "C", "C", "N", "C", "C", "C", "C", "C", "C", "C", "N", "C", "C", "C", "C", "C", "C", "C", "C", "N", "C", "H", "H", "H", "H", "H", "H", "H", "H", "H", "H", "H", "H", "O", "C", "N", "C", "O", "C", "C", "C", "C", "C", "C", "H", "H", "H", "H"], "xyz": [[0.22549, 0.09783, -0.43360], [0.50928, 3.32831, 2.11797], [0.27345, 1.96771, 1.55331], [1.20014, 1.38110, 0.74900], [2.34435, 1.99557, 0.50845], [3.51906, 1.44668, 0.75020], [4.57906, 1.96439, 0.07739], [3.80084, 0.26107, 1.94807], [-0.88176, 1.25208, 1.75681], [-2.08853, 1.87529, 2.22737], [-3.33555, 1.32143, 2.00462], [-3.42975, 0.01099, 1.57426], [-2.21535, -0.80266, 1.61592], [-0.89117, -0.13984, 1.28846], [1.57867, 3.50087, 2.20711], [0.03483, 3.44442, 3.08918], [0.09710, 4.06647, 1.42470], [4.43735, 2.80117, -0.46693], [5.49287, 1.78203, 0.44745], [-2.00901, 2.88840, 2.59089], [-4.21966, 1.93029, 2.13628], [-4.36925, -0.45925, 1.32523], [-2.27479, -1.73386, 1.05222], [-1.82099, -2.28558, 3.83055], [-1.53237, -1.09445, 3.02004], [-0.23575, -1.03786, 2.30258], [0.26557, -2.28202, 1.86452], [-0.05241, -3.42748, 2.63385], [-1.06237, -3.36410, 3.68471], [0.49530, -4.66611, 2.33733], [1.26896, -4.84104, 1.20217], [1.53995, -3.75915, 0.40642], [1.12098, -2.45427, 0.74291], [1.46590, -1.39483, -0.07351], [2.58294, -1.41653, -0.88333], [3.74446, -2.16650, -0.70525], [4.79101, -2.08019, -1.62510], [4.73543, -1.23173, -2.70353], [3.63332, -0.36520, -2.85867], [3.53131, 0.61903, -3.86001], [2.44312, 1.45689, -3.86736], [1.44712, 1.30967, -2.90323], [1.49494, 0.36344, -1.98055], [2.57269, -0.46099, -1.93497], [-2.64252, -2.23022, 4.53162], [-1.63362, -0.18159, 3.60924], [-1.22783, -4.25202, 4.28123], [0.24708, -5.51009, 2.96782], [1.62865, -5.82355, 0.92811], [2.05419, -3.89872, -0.53106], [3.85150, -2.78056, 0.17452], [5.67125, -2.69050, -1.47361], [5.54663, -1.19073, -3.41873], [4.31284, 0.71771, -4.60214], [2.34776, 2.23690, -4.60871], [0.59365, 1.97359, -2.86437], [-1.53194, 3.62270, -0.51339], [-1.93624, 2.56570, -1.01223], [-1.19433, 1.38490, -1.08380], [-1.94170, 0.36953, -1.63433], [-1.36258, -0.78381, -1.65891], [-3.23111, 0.85480, -1.98214], [-4.37654, 0.27001, -2.53846], [-5.47832, 1.06971, -2.74534], [-5.46611, 2.44017, -2.41075], [-4.35315, 3.02450, -1.83537], [-3.23064, 2.23661, -1.61238], [-4.38548, -0.78213, -2.79503], [-6.37762, 0.64228, -3.17143], [-6.34453, 3.04047, -2.61086], [-4.34607, 4.07284, -1.56340]], "lowdin_spin": [1.04, 0.00, 0.08, 0.31, 0.31, 0.04, 0.00, 0.10, 0.17, 0.31, 0.06, 0.35, 0.06, 0.03, 0.00, 0.00, 0.00, 0.00, 0.00, 0.02, 0.00, 0.02, 0.00, -0.02, 0.04, 0.07, 0.07, 0.00, 0.01, 0.06, -0.01, 0.05, 0.02, 0.30, -0.01, 0.10, -0.01, 0.10, 0.00, 0.02, -0.01, 0.03, -0.01, 0.02, 0.00, 0.00, 0.00, 0.00, 0.00, 0.00, 0.00, 0.00, 0.01, 0.00, 0.00, 0.00, 0.21, 0.12, 0.14, 0.22, 0.16, 0.10, 0.05, 0.03, 0.09, 0.00, 0.12, 0.00, 0.00, 0.01, 0.00]}

4.
{"formula": "C3H16O5", "method": "ωB97M-V with the def2-TZVPD basis set", "homo_ev": -10.19, "smiles": "CC(C)O.O.O.O.O", "e_above_lowest_kcal_mol": 25.8, "total_charge": 0, "orbital_gap_ev": 10.74, "symbols": ["O", "H", "H", "O", "H", "H", "O", "H", "H", "O", "H", "H", "C", "C", "C", "O", "H", "H", "H", "H", "H", "H", "H", "H"], "xyz": [[-6.72305, 1.56699, 2.26592], [-7.02703, 1.11693, 1.47771], [-7.26397, 1.20950, 2.97009], [-7.30082, -2.25866, -0.32723], [-6.54012, -2.30286, 0.25208], [-6.98700, -2.60558, -1.16233], [0.09479, 3.87028, 1.08050], [0.22069, 3.92384, 0.13313], [0.83987, 4.34505, 1.44884], [-2.82402, 0.12608, 0.92780], [-3.71918, 0.41055, 1.11214], [-2.31666, 0.93704, 0.89385], [2.99646, -1.23752, -0.44902], [4.45760, -0.98794, -0.67895], [4.95189, -0.64708, -2.14449], [4.75974, 0.07756, 0.16365], [2.35457, -0.35956, -0.52149], [2.79798, -1.53961, 0.57931], [2.50727, -1.97333, -1.08729], [5.03576, -1.88528, -0.45848], [5.99646, -0.34703, -2.22784], [4.33235, 0.17658, -2.49924], [4.83347, -1.49354, -2.82095], [4.52298, -0.12242, 1.07225]], "mulliken_charge": [-0.64, 0.32, 0.32, -0.64, 0.32, 0.32, -0.63, 0.32, 0.31, -0.65, 0.32, 0.32, -1.28, 0.63, -1.25, -0.55, 0.33, 0.35, 0.34, 0.11, 0.32, 0.31, 0.35, 0.33]}

5.
{"formula": "CH3Cl3N2P", "method": "ωB97M-V with the def2-TZVPD basis set", "homo_ev": -15.08, "smiles": "CN=[N+]=P(Cl)(Cl)Cl", "e_above_lowest_kcal_mol": 10.7, "total_charge": 1, "orbital_gap_ev": 9.42, "symbols": ["C", "N", "N", "P", "Cl", "Cl", "Cl", "H", "H", "H"], "xyz": [[0.09997, -0.06385, 0.24521], [0.86701, 0.88121, 0.75473], [1.95249, 0.42601, 1.33630], [3.02445, 1.36737, 2.11033], [2.75161, 3.23944, 2.43601], [4.74177, 1.07586, 1.18826], [2.99188, 0.35257, 3.77039], [0.58103, -0.97690, 0.06072], [-0.29962, 0.36995, -0.61287], [-0.89181, -0.10812, 0.72661]], "mulliken_charge": [-0.67, -0.13, -0.07, 0.96, -0.02, -0.06, -0.06, 0.40, 0.32, 0.33]}

6.
{"formula": "H10LiO5", "method": "ωB97M-V with the def2-TZVPD basis set", "homo_ev": -15.81, "e_above_lowest_kcal_mol": 0.0, "total_charge": 1, "orbital_gap_ev": 12.53, "symbols": ["Li", "O", "H", "H", "O", "H", "H", "O", "H", "H", "O", "H", "H", "O", "H", "H"], "xyz": [[-0.00981, 0.03965, 0.24542], [1.23241, 1.53271, -0.34278], [1.17166, 2.39228, 0.09658], [1.08868, 1.72531, -1.27991], [-1.83496, 0.47118, -0.48166], [-1.72345, 0.12637, -1.38299], [-2.73962, 0.80369, -0.44459], [1.02937, -1.64084, 0.60896], [1.86946, -1.73303, 1.07898], [0.60159, -2.50289, 0.69979], [-0.39913, 0.75511, 2.07491], [-1.28118, 0.46277, 2.34508], [0.07673, 0.92442, 2.89784], [0.02594, -0.86141, -1.93304], [-0.06888, -1.81144, -2.07882], [0.96118, -0.68387, -2.10378]], "mulliken_charge": [0.99, -0.64, 0.32, 0.33, -0.62, 0.33, 0.28, -0.54, 0.27, 0.30, -0.61, 0.31, 0.28, -0.62, 0.30, 0.32]}